C21H36P2PtSe | wB97M-V/def2-TZVPD

XYZ file:
```
61
Properties=species:S:1:pos:R:3:forces:R:3:lowdin_charge:R:1
H 4.84711 0.55416 -0.15828 -0.1 -0.1 -0.1 0.120
H -7.55894 0.25802 2.67376 0.1 -0.2 0.0 0.115
H 1.40114 -2.35984 -2.17269 -0.2 0.1 0.1 0.144
H 1.28581 -1.44180 1.94169 0.2 0.1 -0.2 0.134
H 2.93940 -0.92853 -3.43430 -0.1 0.2 -0.1 0.068
H 1.86891 3.53030 -2.71944 0.0 -0.1 -0.2 0.077
C 0.88852 -2.02151 -0.06916 0.6 -0.8 -0.7 -0.131
C -0.27635 1.47517 -1.03234 -0.8 0.2 -0.2 -0.182
H -0.41795 0.93139 -3.18972 0.4 0.2 0.3 0.151
C 1.21122 0.41755 0.95878 -0.7 0.6 0.9 -0.290
C 1.40172 -1.05528 0.92319 -2.9 -0.8 0.2 -0.216
H 0.79933 2.78954 -3.93325 0.3 0.0 0.1 0.080
C 1.77207 2.70589 -3.43628 0.1 0.3 0.2 -0.144
C 2.48638 -0.02705 -3.85962 0.2 0.0 -0.2 -0.154
H 3.06198 2.54064 1.76161 0.0 -0.3 0.3 0.076
C -7.22786 -1.82494 2.17528 0.4 0.1 -0.2 -0.050
H 4.36101 1.57569 2.53509 -0.2 0.2 0.0 0.072
H 3.93521 -2.04014 1.23672 -0.2 0.3 0.4 0.083
H 3.40997 2.33124 -1.12304 0.0 -0.3 -0.2 0.097
H 3.39299 -1.46029 2.86825 0.2 0.0 -0.3 0.087
H 3.23614 0.49927 -4.45963 -0.1 -0.2 0.0 0.074
H -2.59989 -1.19569 2.59662 0.1 0.0 0.4 -0.022
Se -3.55547 -0.19556 -0.23543 -0.2 -0.1 -0.4 0.698
H 4.90590 -0.84310 2.12997 -0.1 0.0 0.1 0.079
C -5.06919 -0.88341 0.67539 -0.1 -0.8 0.4 -0.656
C 3.30106 1.58282 2.25085 1.2 0.4 0.0 -0.140
H -4.63219 -2.94551 0.21728 -0.4 0.0 0.1 0.100
H 2.57236 2.76179 -4.18407 -0.2 0.2 0.2 0.078
C -6.38464 -2.73362 1.51223 0.1 0.1 -0.2 -0.063
H -8.09952 -2.19116 2.71836 0.3 0.1 -0.1 0.116
H 1.36155 -3.00442 0.08914 -0.1 0.3 0.0 0.135
H 3.90023 -0.72082 -0.88312 -0.1 0.3 0.3 0.109
P 2.98810 0.19112 1.13801 1.0 0.6 0.6 0.866
C 3.42783 1.31829 -1.55354 -0.2 0.2 0.7 -0.269
H -0.96205 -1.21325 -2.12624 0.0 0.0 0.0 0.122
C -6.93811 -0.45754 2.14136 0.0 -0.1 -0.1 -0.059
H 2.02357 -0.87601 -1.46198 -0.3 -0.5 -0.1 0.041
C 3.88348 -1.18161 1.92502 0.2 -0.2 0.1 -0.142
H -1.18450 1.04765 -0.56895 0.4 0.0 -0.4 0.010
H -6.56321 -3.80793 1.58473 0.0 0.3 0.0 0.114
C 1.12949 -1.52209 -1.51038 0.8 -0.9 0.8 -0.214
C 0.00693 -0.75279 -1.98217 -0.5 -0.6 -0.9 -0.092
H 4.22406 1.32675 -2.32244 -0.4 -0.1 0.2 0.120
C -5.84075 0.01205 1.41887 -0.2 0.0 0.2 -0.177
H 1.64834 2.19320 -0.26069 -0.3 -0.3 0.0 0.073
H -1.70173 0.03833 3.56464 -0.1 -0.1 0.3 -0.036
H 2.69950 1.44960 3.16564 0.2 0.0 -0.4 0.090
H -5.52710 1.06335 1.45691 -0.6 -0.4 -0.1 0.061
H 0.86947 0.67341 1.97178 0.1 -0.2 -0.2 0.130
C -2.65363 -0.22852 3.10389 -0.4 -0.2 0.2 -0.339
P 1.90013 1.12070 -2.58721 0.8 -0.1 -2.6 0.961
Pt -3.04647 1.10521 1.66212 0.7 0.8 -0.5 0.525
C 3.82077 0.29578 -0.46447 0.6 0.2 -0.5 -0.270
C 0.77169 1.61804 0.07521 -0.4 0.5 0.0 -0.173
H 0.30200 2.33545 0.77348 0.2 -0.5 -0.1 0.133
C -5.31368 -2.27498 0.74215 -0.1 0.7 0.1 -0.114
H -0.59463 2.47714 -1.35559 0.3 -0.1 0.2 0.132
H -0.19251 -2.16660 0.10414 0.2 0.1 0.0 0.143
H 1.65763 -0.33345 -4.50197 0.1 0.1 0.0 0.087
H -3.51644 -0.18102 3.78676 0.5 -0.2 0.0 0.000
C 0.16378 0.64893 -2.29294 -0.3 1.0 1.8 -0.370
```
Forces are in eV/Å.

Results
Kohn-Sham gap (spin up / spin down): 6.08 / 5.51 eV
<S²>: 6.027
Energy relative to the best compared isomer or geometry (same formula, charge and spin): 1.1665 eV
Net charge: +2
2S+1: 5
Max |F|: 2.98 eV Å⁻¹
E_tot: -109509.3924 eV
HOMO level (spin up / spin down): -11.466 / -12.837 eV